C40H47BrN4O8SSiW | the ωB97M-V functional and the def2-TZVPD basis

Summary:
net charge = 0
HOMO energy (spin up / spin down) = -7.593 / -7.593 eV

Each line ends with the Mulliken charge.
Cartesian coordinates (Å):
1 W -0.068 -0.149 -0.323  0.772
2 O 2.118 3.175 4.481  -0.524
3 C 1.657 2.536 3.588  -0.017
4 C 2.457 1.822 2.482  0.141
5 O 3.654 1.840 2.378  -0.665
6 C 1.412 1.217 1.661  0.697
7 C 0.139 1.500 2.054  0.212
8 O -0.826 1.057 1.349  -0.467
9 C 0.159 2.236 3.335  -0.313
10 O -0.752 2.443 4.089  -0.666
11 O 1.479 0.397 0.617  -0.430
12 C 0.659 -4.654 1.593  -1.740
13 Si 0.257 -3.703 -0.025  0.934
14 C 0.898 -4.638 -1.515  -1.354
15 C -1.558 -4.186 -0.054  -1.365
16 N 0.957 -2.025 -0.205  1.157
17 C 2.406 -2.056 -0.253  0.785
18 C 3.128 -3.121 0.304  -0.472
19 C 4.496 -3.305 0.216  -1.415
20 C 5.255 -2.386 -0.481  -1.005
21 C 4.602 -1.294 -1.020  -1.186
22 C 3.225 -1.107 -0.898  0.807
23 O 2.623 -0.002 -1.460  0.886
24 C 3.399 1.023 -1.961  -1.075
25 C 4.001 1.919 -1.096  -0.185
26 C 4.782 2.939 -1.623  -0.021
27 C 4.970 3.040 -2.998  -0.851
28 C 4.365 2.124 -3.848  -0.533
29 C 3.572 1.107 -3.329  -0.299
30 H -0.270 -5.007 2.054  0.423
31 H 1.208 -4.076 2.332  0.451
32 H 1.240 -5.556 1.358  0.546
33 H 0.575 -5.684 -1.487  0.395
34 H 1.985 -4.619 -1.592  0.406
35 H 0.498 -4.180 -2.426  0.290
36 H -1.527 -5.242 0.228  0.637
37 H -2.017 -4.128 -1.038  0.418
38 H -2.190 -3.668 0.672  0.161
39 H 2.607 -3.866 0.863  0.243
40 H 4.947 -4.172 0.682  0.449
41 H 6.322 -2.506 -0.615  0.428
42 H 5.183 -0.565 -1.562  0.520
43 H 3.860 1.819 -0.024  0.667
44 H 5.243 3.655 -0.953  0.499
45 H 5.588 3.832 -3.405  0.377
46 H 4.511 2.199 -4.919  0.411
47 H 3.079 0.384 -3.968  0.419
48 O -4.970 -2.529 -1.847  -0.540
49 C -3.977 -1.996 -1.115  0.854
50 C -4.159 -1.596 0.227  -0.637
51 C -3.107 -1.069 0.923  -1.107
52 N -1.928 -0.950 0.306  2.478
53 C -1.766 -1.284 -0.942  -0.691
54 Br 0.384 -0.578 -2.881  -0.422
55 C -2.747 -1.835 -1.718  -1.666
56 H -5.789 -2.563 -1.339  0.370
57 H -5.122 -1.704 0.709  0.418
58 H -3.182 -0.755 1.956  0.442
59 H -2.580 -2.102 -2.754  0.234
60 C 1.700 2.805 -3.360  -0.707
61 C 1.296 3.682 -2.172  0.735
62 C 2.026 3.301 -0.901  -0.619
63 C -0.232 3.739 -2.032  0.072
64 C -0.739 4.964 -2.475  -1.336
65 C -2.079 5.279 -2.458  -1.496
66 C -2.943 4.312 -1.998  -1.040
67 C -2.513 3.058 -1.564  0.401
68 C -3.654 2.134 -1.189  0.610
69 C -3.709 1.871 0.311  -0.774
70 C -3.646 0.892 -2.082  -1.145
71 C -1.134 2.755 -1.549  0.353
72 O -0.699 1.515 -1.117  1.364
73 H 2.754 2.960 -3.610  0.027
74 H 1.096 3.050 -4.237  0.511
75 H 1.551 1.744 -3.136  -0.408
76 H 1.597 4.703 -2.397  0.760
77 H 1.979 2.236 -0.759  -1.208
78 H 1.585 3.808 -0.041  0.499
79 H 3.079 3.583 -0.958  0.666
80 H -0.029 5.696 -2.838  0.446
81 H -2.439 6.239 -2.804  0.383
82 H -4.006 4.519 -1.978  0.425
83 H -4.571 2.669 -1.429  0.794
84 H -4.558 1.227 0.556  0.418
85 H -2.796 1.416 0.674  -0.446
86 H -3.833 2.815 0.846  0.444
87 H -2.679 0.394 -2.060  -0.058
88 H -3.836 1.181 -3.118  0.418
89 H -4.421 0.183 -1.778  0.516
90 C -2.623 -3.446 5.034  -1.135
91 N -1.794 -2.896 3.963  -0.069
92 C -1.197 -1.683 3.854  0.322
93 S 0.107 -1.558 2.756  -0.090
94 N -1.618 -0.618 4.550  0.019
95 C -2.656 -0.489 5.572  -1.202
96 H -2.930 -4.442 4.725  0.356
97 H -3.518 -2.860 5.200  0.384
98 H -2.074 -3.538 5.973  0.316
99 H -1.291 -3.578 3.419  0.120
100 H -1.170 0.251 4.308  0.031
101 H -3.654 -0.660 5.169  0.332
102 H -2.613 0.534 5.935  0.337
103 H -2.483 -1.156 6.411  0.396

---

C40H47CaN5O11PS | the ωB97M-V functional and the def2-TZVPD basis

Summary:
net charge = -1
HOMO energy = -3.684 eV

Each line ends with the Mulliken charge.
Cartesian coordinates (Å):
1 Ca -0.018 0.633 0.179  1.277
2 O 2.241 2.242 1.086  -0.525
3 S 1.316 3.355 1.050  1.444
4 O 1.435 4.298 -0.039  -0.781
5 N -0.119 2.693 1.201  -0.467
6 C -1.259 3.511 1.250  -0.197
7 C -1.305 4.881 1.199  -0.544
8 C -2.532 5.585 1.237  -0.991
9 C -3.721 4.930 1.320  -0.976
10 C -3.717 3.513 1.398  1.520
11 C -4.915 2.768 1.479  -0.765
12 C -4.864 1.414 1.571  -1.102
13 C -3.599 0.790 1.591  -0.257
14 N -2.462 1.430 1.505  -0.019
15 C -2.502 2.801 1.390  -0.107
16 C 1.612 4.289 2.526  0.160
17 C 1.165 3.816 3.754  -0.619
18 C 1.492 4.508 4.909  -0.638
19 C 2.269 5.659 4.837  -0.389
20 C 2.715 6.122 3.608  -0.664
21 C 2.385 5.438 2.443  -0.360
22 H -0.392 5.450 1.089  0.434
23 H -2.511 6.666 1.178  0.380
24 H -4.664 5.463 1.318  0.364
25 H -5.865 3.292 1.465  0.394
26 H -5.760 0.810 1.628  0.434
27 H -3.533 -0.287 1.676  0.549
28 H 0.560 2.919 3.792  0.332
29 H 1.144 4.148 5.870  0.383
30 H 2.527 6.194 5.743  0.373
31 H 3.323 7.017 3.553  0.390
32 H 2.711 5.786 1.472  0.434
33 C 1.887 -4.997 -0.253  -1.566
34 C 1.879 -3.544 0.159  0.460
35 O 0.746 -3.308 1.029  -0.181
36 P -0.438 -2.342 0.497  0.595
37 O -0.879 -3.091 -0.860  0.017
38 C -1.791 -4.193 -0.911  -0.255
39 C -1.919 -4.600 -2.357  -1.291
40 O -1.561 -2.838 1.564  -0.507
41 C -1.368 -2.398 2.913  0.079
42 C -0.878 -3.526 3.786  -1.426
43 H 2.768 -5.206 -0.866  0.446
44 H 0.997 -5.249 -0.834  0.204
45 H 1.916 -5.647 0.624  0.308
46 H 1.827 -2.894 -0.716  -0.196
47 H 2.777 -3.267 0.708  0.219
48 H -2.749 -3.875 -0.496  0.199
49 H -1.410 -5.011 -0.293  0.414
50 H -2.223 -3.744 -2.963  0.161
51 H -2.670 -5.386 -2.468  0.397
52 H -0.970 -4.971 -2.747  0.278
53 H -2.331 -2.016 3.257  0.342
54 H -0.660 -1.560 2.936  0.023
55 H -1.594 -4.349 3.784  0.387
56 H -0.756 -3.173 4.813  0.404
57 H 0.079 -3.898 3.419  0.194
58 O -2.682 -0.976 -0.432  -0.177
59 C -2.372 -0.275 -1.400  0.357
60 O -1.510 0.660 -1.421  -0.943
61 C -3.065 -0.543 -2.721  0.427
62 C -4.195 -1.345 -2.763  -0.401
63 C -4.782 -1.594 -3.983  -0.131
64 C -4.297 -1.097 -5.173  -0.709
65 C -3.165 -0.319 -5.084  -0.036
66 C -2.538 -0.022 -3.895  -0.468
67 N -2.591 0.227 -6.362  1.085
68 O -3.254 0.080 -7.369  -0.648
69 O -1.528 0.797 -6.292  -0.606
70 N -6.006 -2.462 -4.033  1.096
71 O -6.502 -2.657 -5.123  -0.650
72 O -6.437 -2.874 -2.979  -0.624
73 H -4.586 -1.767 -1.848  0.777
74 H -4.772 -1.306 -6.118  0.612
75 H -1.652 0.597 -3.862  0.567
76 C 2.799 -1.090 3.778  -1.680
77 C 3.362 -0.948 2.385  0.333
78 C 4.713 -1.205 2.125  -1.466
79 C 5.174 -1.050 0.826  0.640
80 C 6.631 -1.304 0.511  -1.688
81 C 4.326 -0.657 -0.209  -1.214
82 C 2.949 -0.377 -0.005  0.703
83 C 2.541 -0.565 1.358  0.914
84 N 1.969 -0.017 -0.880  2.047
85 C 2.098 0.252 -2.324  1.650
86 C 1.331 -0.834 -3.089  -1.418
87 C 3.497 0.339 -2.941  -2.487
88 C 1.417 1.614 -2.586  -1.589
89 H 3.444 -1.709 4.404  0.417
90 H 1.808 -1.552 3.755  0.115
91 H 2.699 -0.116 4.265  0.317
92 H 5.384 -1.504 2.924  0.261
93 H 7.151 -1.734 1.368  0.394
94 H 7.142 -0.376 0.239  0.286
95 H 6.741 -1.991 -0.332  0.327
96 H 4.764 -0.570 -1.186  0.287
97 H 1.501 -0.394 1.619  0.039
98 H 1.857 -1.791 -3.010  0.281
99 H 1.227 -0.586 -4.151  0.518
100 H 0.331 -0.972 -2.669  -0.024
101 H 4.012 -0.621 -2.922  0.435
102 H 4.116 1.088 -2.443  0.436
103 H 3.391 0.631 -3.990  0.544
104 H 0.349 1.578 -2.339  0.161
105 H 1.486 1.898 -3.641  0.521
106 H 1.893 2.393 -1.986  0.239

---

Respective relative energy (zero: lowest compared OMol25 entry of this formula, charge and spin) values: 104.6 20.1 kcal per mole.